(1)
100
Properties=species:S:1:pos:R:3:forces:R:3 method="wB97M-V/def2-TZVPD" charge=0 lumo_ha=0.025
C -3.01247 -1.66705 3.26876 -0.676 0.412 -0.179
O -3.91816 -1.47403 4.34032 0.237 -0.092 0.344
C -3.57537 -2.18345 5.51991 -0.228 0.294 -0.217
C -3.87580 -3.67012 5.42736 0.350 -0.423 0.239
C -5.34372 -3.93078 5.22505 -0.786 -0.091 -0.632
N -3.40530 -4.30496 6.67412 0.229 0.203 -0.098
H -1.98519 -1.42950 3.55350 0.086 -0.294 -0.023
H -3.33095 -0.94524 2.51498 0.189 -0.077 -0.116
H -3.12659 -2.66217 2.83237 0.364 -0.072 0.058
H -2.51089 -2.03750 5.76000 -0.020 0.046 -0.032
H -4.17876 -1.72833 6.30761 0.068 -0.108 0.122
H -3.33201 -4.07561 4.56263 -0.013 0.117 -0.030
H -5.94229 -3.74237 6.11635 0.192 0.065 0.137
H -5.55408 -4.95143 4.89138 0.191 -0.067 0.227
H -5.73814 -3.29980 4.42099 0.138 0.077 0.120
H -3.30937 -5.30686 6.55424 -0.204 -0.015 -0.029
H -2.46326 -3.97781 6.87235 -0.056 -0.007 0.051
C 1.95825 -2.63294 -3.42024 0.226 0.115 0.091
O 2.71740 -3.15650 -4.48659 -0.243 0.078 -0.065
C 3.46886 -4.28567 -4.11578 -0.024 -0.154 0.154
C 3.95092 -4.99730 -5.36485 0.814 -0.009 -0.069
C 2.81618 -5.47744 -6.22852 -0.590 -0.181 -0.161
N 4.79342 -6.12896 -4.94335 -0.075 0.007 0.035
H 2.59771 -2.46005 -2.54413 -0.096 0.067 0.005
H 1.13496 -3.29104 -3.11866 0.069 -0.109 -0.108
H 1.54763 -1.68185 -3.75169 -0.071 0.014 0.058
H 4.33012 -3.96894 -3.50894 -0.003 -0.085 0.035
H 2.87242 -4.98149 -3.50859 -0.023 0.021 -0.062
H 4.55223 -4.27618 -5.93890 -0.205 0.088 -0.009
H 2.05186 -4.70314 -6.29732 0.040 0.001 -0.067
H 2.34510 -6.37292 -5.81156 0.081 0.065 0.142
H 3.12823 -5.72841 -7.24360 0.155 0.047 0.029
H 5.69988 -5.80593 -4.62611 -0.035 0.034 0.055
H 4.97334 -6.74902 -5.72337 -0.077 0.016 -0.034
C 3.28849 0.66063 -3.27902 0.200 0.054 -0.458
O 2.02087 1.13541 -2.90703 -0.083 -0.030 0.219
C 1.33660 1.71707 -4.00663 0.467 0.312 0.447
C -0.04414 2.09812 -3.51868 -0.430 -0.339 -0.456
N -0.92571 2.40676 -4.63856 0.050 0.076 -0.126
C -0.61331 3.62770 -5.36602 -0.097 -0.159 -0.357
C -0.56098 4.88964 -4.52720 0.011 -0.083 0.001
O -1.77967 4.99239 -3.81956 0.075 -0.104 -0.161
C -1.80418 6.07299 -2.92635 0.095 0.274 0.176
H 3.81574 0.24837 -2.42094 -0.234 0.007 0.165
H 3.90401 1.47193 -3.69302 -0.021 -0.063 -0.019
H 3.18070 -0.12364 -4.03862 0.200 0.028 -0.001
H 1.30953 1.01638 -4.84865 -0.233 -0.003 -0.005
H 1.89701 2.61205 -4.32486 -0.043 -0.116 -0.118
H 0.01841 2.90956 -2.78399 0.104 -0.065 0.119
H -0.46914 1.21643 -3.03518 0.069 0.107 0.179
H -1.88180 2.46444 -4.31572 0.020 -0.004 0.080
H -1.36608 3.74537 -6.15025 -0.073 0.022 0.124
H 0.32948 3.49973 -5.90713 0.069 0.087 0.148
H -0.43218 5.76412 -5.17799 0.092 0.015 0.038
H 0.29527 4.84462 -3.83763 -0.086 0.125 0.078
H -1.41580 6.99207 -3.38454 -0.066 -0.052 -0.057
H -1.20048 5.87109 -2.03144 -0.041 -0.025 -0.039
H -2.83813 6.24353 -2.63254 0.013 -0.053 0.042
C 0.10031 0.99771 6.04539 -0.053 0.226 -0.058
O 0.95914 1.24924 4.96084 -0.064 -0.033 -0.223
C 1.46696 0.05747 4.39497 0.206 -0.087 0.278
C 2.34509 0.44000 3.22572 -0.131 0.030 0.198
N 1.55577 1.12516 2.21166 -0.015 -0.352 -0.007
C 2.33677 1.61524 1.09442 0.833 -0.191 0.078
C 1.49290 2.45188 0.18385 -0.033 -0.033 -0.274
O 1.12354 3.62682 0.87633 -0.023 0.014 0.081
C 0.11338 4.32941 0.19724 -0.090 0.100 0.010
H -0.40042 1.93199 6.29615 0.097 0.036 0.051
H 0.68109 0.65350 6.90778 -0.195 -0.159 0.054
H -0.67803 0.27664 5.76926 0.079 -0.146 0.134
H 0.65589 -0.61325 4.07791 -0.082 0.150 -0.052
H 2.05132 -0.49218 5.15010 0.038 0.060 -0.108
H 2.76260 -0.47986 2.80562 0.061 0.082 -0.085
H 3.17016 1.05940 3.60618 0.048 -0.021 -0.098
H 1.05246 1.90033 2.62901 0.055 0.002 0.090
H 2.78397 0.77969 0.54072 -0.392 -0.117 -0.046
H 3.22963 2.18358 1.41539 -0.285 0.210 0.104
H 0.59252 1.89008 -0.10544 0.031 0.028 -0.014
H 2.04700 2.68961 -0.73413 -0.090 0.050 0.040
H 0.41349 4.54504 -0.83709 -0.048 -0.007 0.024
H -0.04888 5.27026 0.72119 0.029 0.002 -0.002
H -0.82997 3.76671 0.19041 0.058 -0.010 -0.082
C -1.64098 1.73215 2.95482 -0.462 0.763 0.123
C -3.12190 1.99818 3.24905 0.524 -0.164 0.457
O -3.68684 2.87950 2.29522 -0.262 0.014 -0.305
H -1.48444 1.61487 1.88320 -0.024 -0.142 0.014
H -1.23269 0.87843 3.48928 -0.065 -0.062 0.013
H -1.10808 2.63389 3.27489 0.297 -0.180 -0.120
H -3.20576 2.44089 4.24914 -0.063 -0.153 0.008
H -3.70189 1.07642 3.26941 -0.106 0.077 -0.210
H -3.55203 3.78732 2.57610 0.068 -0.024 0.031
C 0.04489 -0.99104 -0.80693 -0.464 0.130 -0.471
C -0.82542 -1.01088 0.43938 0.282 0.055 -0.004
O -0.08157 -1.27757 1.61825 -0.120 -0.236 0.085
H 0.87830 -0.29228 -0.73965 0.107 -0.134 0.137
H -0.54912 -0.65773 -1.66782 -0.022 -0.019 0.108
H 0.38838 -1.99347 -1.06245 0.258 0.026 0.208
H -1.56751 -1.80442 0.32918 0.001 -0.017 0.173
H -1.37961 -0.07093 0.54331 0.047 0.025 -0.054
H 0.44888 -0.48977 1.84402 -0.096 0.216 -0.282

***

(2)
109
Properties=species:S:1:pos:R:3:forces:R:3 method="wB97M-V/def2-TZVPD" charge=-1 multiplicity=4 lumo_ha="0.084 / 0.084"
V -1.61568 -1.77103 0.49736 -0.542 -0.066 0.193
O -2.07461 -1.06203 2.32577 -0.787 0.265 -1.879
H -2.97262 -0.85291 2.00271 0.098 0.053 0.955
B 0.15640 0.16533 0.37981 0.432 1.571 1.263
F 1.24954 0.75900 -0.11067 3.397 0.809 -1.730
F -0.69377 -0.09779 -0.63023 -2.340 -1.007 -2.380
F 0.43858 -0.98090 1.03312 0.935 -1.580 0.819
F -0.40004 1.10960 1.17973 -1.169 1.337 1.673
B -1.37890 -4.24022 1.47143 0.240 0.433 2.433
F -1.71216 -4.73306 2.72077 0.575 -1.260 0.022
F -2.51373 -3.48031 1.16365 -1.348 0.344 -1.354
F -0.31201 -3.30517 1.64925 0.182 -0.428 -0.616
F -1.08825 -5.11703 0.47083 0.192 -0.869 -0.354
C 2.18592 -0.13285 3.98190 1.237 1.070 0.704
C 0.93040 0.51437 4.61661 1.323 0.492 -1.757
C 0.78309 2.05856 4.46134 0.984 -0.163 1.487
O -0.08765 -0.03549 3.87049 -1.278 -0.503 0.684
H 2.43735 0.23076 2.98557 -0.546 0.060 -0.312
H 2.11480 -1.21994 3.94627 -0.312 0.119 0.094
H 3.07913 0.13457 4.54649 0.313 -0.115 0.342
H 0.97201 0.20559 5.66113 -0.768 0.072 0.145
H 0.68226 2.45046 3.44924 0.087 -0.504 -0.174
H 1.63122 2.54509 4.94306 0.364 0.252 -0.139
H -0.06342 2.42330 5.04313 -0.336 -0.289 -0.121
H 0.12309 0.32992 3.00813 -0.989 -0.426 -0.621
C -0.88393 3.41999 -1.38324 1.570 -0.361 0.945
C 0.25310 3.17199 -2.42845 -1.732 -0.076 1.059
C -0.10087 2.02557 -3.34866 0.620 -0.022 -0.642
O 0.37318 4.38650 -3.10824 0.965 1.026 -1.097
H -1.86847 3.46373 -1.84892 0.055 0.085 -0.019
H -0.63208 4.33804 -0.85233 -0.333 0.585 -0.497
H -0.88108 2.75231 -0.52168 -0.259 -0.812 -0.416
H 1.22806 3.00321 -1.97121 -0.095 0.018 0.254
H 0.42264 2.14205 -4.29759 0.047 0.304 -0.180
H -1.16915 2.05619 -3.56297 -0.046 -0.461 0.059
H 0.27561 1.06471 -2.99780 -0.629 -0.113 0.470
H -0.47097 4.70514 -3.43608 -0.187 -0.230 0.102
C -4.20231 2.82732 4.98941 -1.029 1.322 -1.606
C -4.00766 1.83599 3.84016 0.725 0.163 1.139
C -3.18629 2.37494 2.71851 -0.189 0.698 -1.328
O -3.27437 0.81100 4.49588 -0.369 -0.183 0.145
H -3.25527 3.30512 5.24025 0.166 -0.358 0.343
H -4.71361 2.32787 5.81235 0.111 0.223 0.144
H -4.80932 3.65092 4.61348 -0.376 0.219 0.319
H -4.98763 1.49201 3.50935 -0.078 -0.275 -0.198
H -2.29201 2.91657 3.02675 0.120 -0.315 0.320
H -3.76140 3.09641 2.13814 -0.303 0.282 -0.066
H -2.89676 1.61432 1.99343 0.211 -0.300 0.401
H -3.20762 1.29376 5.32298 0.968 -1.422 0.545
C 3.07643 -5.71724 -1.04690 0.873 0.077 0.227
C 2.20711 -4.70832 -0.28675 0.420 -0.345 0.928
C 2.94137 -3.76294 0.75273 -0.620 -0.630 -0.697
O 1.55584 -3.96947 -1.28961 -0.698 0.312 -0.025
H 2.59654 -6.19716 -1.89982 -0.661 0.168 0.243
H 3.47249 -6.52677 -0.43380 0.110 0.109 0.249
H 3.91080 -5.19004 -1.50949 0.346 0.101 0.129
H 1.45746 -5.26809 0.27251 -0.249 0.154 -0.083
H 3.48423 -4.35855 1.48666 0.426 -0.022 -0.286
H 2.27887 -3.14534 1.35917 -0.666 -0.294 -0.300
H 3.55038 -3.02058 0.23687 0.545 -0.309 -0.114
H 2.12482 -3.22136 -1.48505 -0.064 0.707 -0.208
C -3.51695 0.33522 -2.08658 -0.790 0.764 -0.602
C -3.95353 0.06077 -0.66971 -0.192 0.515 0.438
C -5.43399 0.18871 -0.34020 -0.718 0.321 0.377
O -3.63649 -1.26424 -0.38043 0.971 -1.539 0.754
H -3.17368 1.36950 -2.10946 0.106 -0.044 -0.528
H -4.36329 0.20894 -2.76176 -0.172 0.213 -0.201
H -2.75637 -0.34570 -2.46864 0.295 0.182 0.533
H -3.35131 0.69498 -0.01916 0.010 -0.259 0.310
H -6.01394 -0.33092 -1.10291 -0.249 0.393 -0.345
H -5.82562 1.17531 -0.09251 0.197 0.415 -0.954
H -5.74802 -0.30081 0.58168 0.833 -0.525 0.226
H -4.27724 -1.82659 -0.82179 0.104 -0.384 0.087
C 2.83089 -1.12515 -4.24991 1.334 0.427 1.857
C 3.41352 -0.83893 -2.81410 -0.620 -0.451 -2.544
C 3.63778 0.67392 -2.63925 1.357 -0.303 0.769
O 2.51218 -1.37130 -1.89977 -0.490 0.690 1.062
H 1.93300 -0.51236 -4.32973 0.152 -0.010 -0.574
H 2.61064 -2.18688 -4.36090 -0.011 0.105 -0.075
H 3.71048 -0.83268 -4.82340 -0.617 0.071 -1.034
H 4.29693 -1.47024 -2.71849 0.728 0.604 -0.080
H 4.42529 1.08017 -3.27398 -0.332 -0.222 -0.775
H 4.14385 0.86516 -1.69298 -0.374 -0.165 0.619
H 2.76429 1.32543 -2.66505 -0.216 -0.407 -0.245
H 2.41755 -0.62161 -1.30765 -0.957 -0.284 1.092
C -0.41509 -2.64288 -3.55910 -0.407 -0.050 -1.147
C -1.47782 -3.18891 -2.64629 0.477 -0.075 -0.097
C -1.65157 -4.68505 -2.82659 -0.300 0.272 -0.506
O -1.06105 -2.94599 -1.34632 -0.352 0.882 1.455
H -0.33723 -1.55859 -3.63879 -0.093 0.036 0.442
H -0.67404 -3.00114 -4.55545 0.377 -0.055 -0.353
H 0.53339 -3.07068 -3.23433 0.012 0.107 -0.234
H -2.46645 -2.75079 -2.78324 0.068 0.418 0.045
H -1.89029 -5.10936 -1.85136 -0.604 -0.157 -0.289
H -0.78832 -5.23008 -3.20845 0.224 0.302 -0.050
H -2.43103 -4.66805 -3.58833 -0.300 -1.206 0.117
H -0.27765 -3.49441 -1.26193 0.952 -0.143 0.770
C 3.85664 4.47210 -0.84684 -0.470 -0.736 0.603
C 2.93264 4.08034 0.37770 2.344 1.463 -0.239
C 3.70514 4.38591 1.69745 -0.830 -0.693 -0.694
O 1.85044 4.98239 0.39515 -1.047 -0.297 -0.219
H 4.19098 3.59213 -1.39635 -0.004 -0.091 -0.063
H 4.75115 4.98290 -0.49043 -0.055 0.141 -0.094
H 3.29875 5.11304 -1.52952 0.022 -0.020 0.055
H 2.57639 3.05477 0.28083 0.112 -0.078 0.252
H 4.44476 3.61544 1.91525 0.020 0.073 0.186
H 2.93258 4.46414 2.46239 0.303 -0.273 0.321
H 4.18014 5.36359 1.61609 0.049 -0.046 -0.079
H 1.09286 4.40086 0.29775 -0.486 0.430 0.014